{"formula": "C10H38N6O9", "method": "wB97M-V/def2-TZVPD", "e_lumo_ev": 0.23, "e_homo_ev": -9.0606, "orbital_gap_ev": 9.29, "e_above_lowest_kj_mol": 133.6, "max_force_ha_per_bohr": 0.2139, "mol_weight_g_mol": 386.45, "smiles": "NC(N)=O.NC(N)=O.NC(N)=O.CCO.CO.CO.CO.CO.CO", "elements": ["O", "O", "O", "O", "O", "O", "O", "O", "O", "N", "N", "N", "N", "N", "N", "C", "C", "C", "C", "C", "C", "C", "C", "C", "C", "H", "H", "H", "H", "H", "H", "H", "H", "H", "H", "H", "H", "H", "H", "H", "H", "H", "H", "H", "H", "H", "H", "H", "H", "H", "H", "H", "H", "H", "H", "H", "H", "H", "H", "H", "H", "H", "H"], "xyz": [[-3.03, -1.53, 1.53], [-0.41, -4.28, 0.07], [3.32, 0.67, -0.37], [0.64, 3.86, 2.38], [2.23, -0.76, -4.20], [0.52, 2.26, 0.13], [2.90, -2.89, -2.14], [0.38, -0.37, -0.07], [-1.23, 1.66, -2.18], [-2.25, 1.23, -0.05], [2.27, 3.25, -1.06], [0.35, 4.21, -1.15], [-1.66, -2.36, -0.60], [-3.52, 1.60, -1.77], [-2.61, -4.32, -0.74], [-1.52, -3.66, -0.41], [-2.46, -1.65, 2.85], [0.55, -0.53, 1.29], [2.13, -3.28, -0.95], [-0.06, 2.86, 2.99], [1.10, 3.22, -0.72], [-3.44, -2.01, 3.84], [4.33, 1.36, 0.38], [-2.30, 1.41, -1.34], [1.74, 0.16, -3.31], [-1.82, -2.47, 2.75], [1.19, -0.36, -2.60], [1.80, -4.30, -1.11], [4.93, 2.06, -0.14], [-4.28, -2.53, 3.41], [-1.00, 2.50, 2.61], [2.59, -0.31, -4.96], [0.27, -1.55, 1.64], [-0.85, -1.72, -0.41], [-3.46, -3.90, -1.20], [-1.39, 1.00, 0.32], [-0.62, 4.21, -0.90], [-3.07, -2.70, 4.62], [2.76, -3.12, -0.06], [-1.84, -0.83, 3.19], [1.35, 0.97, -3.85], [2.58, 0.61, -2.72], [0.81, 0.47, -0.19], [-2.64, -5.35, -0.42], [0.58, 1.98, 3.06], [-3.48, 1.86, -2.81], [3.72, 1.90, 1.09], [-0.10, 0.14, 1.89], [1.15, -2.73, -0.81], [-2.33, -1.82, 0.90], [-3.77, -1.04, 4.32], [-0.42, 3.07, 3.95], [-2.55, -2.03, -1.00], [-3.06, 1.06, 0.64], [0.56, 3.73, 1.44], [3.56, 0.09, -1.08], [2.40, -2.19, -2.66], [0.66, 4.84, -1.90], [1.65, -0.45, 1.52], [2.77, 2.40, -0.89], [2.70, 3.92, -1.78], [4.97, 0.60, 0.92], [-4.32, 1.90, -1.17]]}

=====

{"formula": "C10H38N8O9", "method": "wB97M-V/def2-TZVPD", "e_lumo_ev": 0.33, "e_homo_ev": -8.5703, "orbital_gap_ev": 8.90, "e_above_lowest_kj_mol": 453.5, "max_force_ha_per_bohr": 0.1846, "mol_weight_g_mol": 414.46, "smiles": "NC(N)=O.NC(N)=O.NC(N)=O.NC(N)=O.CCO.CO.CO.CO.CO", "elements": ["O", "O", "O", "O", "O", "O", "O", "O", "O", "N", "N", "N", "N", "N", "N", "N", "N", "C", "C", "C", "C", "C", "C", "C", "C", "C", "C", "H", "H", "H", "H", "H", "H", "H", "H", "H", "H", "H", "H", "H", "H", "H", "H", "H", "H", "H", "H", "H", "H", "H", "H", "H", "H", "H", "H", "H", "H", "H", "H", "H", "H", "H", "H", "H", "H"], "xyz": [[2.16, -2.47, -2.00], [-3.23, 2.89, 2.34], [-1.76, -2.90, 1.45], [-2.93, -0.54, 2.29], [3.22, 0.21, -2.30], [0.87, 3.92, -0.38], [1.02, -0.14, -0.55], [-1.52, 1.01, -0.06], [-1.04, -1.31, -3.65], [-3.03, -0.47, -1.24], [-1.31, 3.41, 1.06], [0.76, 2.20, -1.95], [2.72, 2.88, -1.31], [-3.84, 1.13, 0.06], [-1.05, -3.55, -2.76], [-0.62, -1.93, -1.37], [-1.95, 4.91, 2.59], [1.60, 0.89, 1.44], [-2.07, 0.00, 3.25], [-2.14, 3.75, 2.03], [1.45, 3.00, -1.23], [2.92, -3.49, -1.44], [1.15, -0.44, 0.83], [-0.55, -3.37, 2.05], [4.35, 0.15, -1.49], [-2.78, 0.57, -0.47], [-0.90, -2.29, -2.58], [-1.15, 5.41, 2.21], [3.34, 3.51, -0.78], [-3.95, -0.91, -1.53], [0.24, -0.78, 1.27], [-3.69, 1.94, 0.63], [-4.78, 0.87, -0.20], [0.31, -3.24, 1.39], [-0.65, -4.48, 2.18], [-0.58, -2.59, -0.60], [5.05, 0.95, -1.52], [-0.24, 2.33, -2.15], [3.65, -3.67, -2.23], [2.20, -4.27, -1.04], [-0.53, 3.96, 0.66], [1.20, 1.51, -2.57], [-2.29, 5.27, 3.55], [4.77, -0.74, -1.84], [3.56, -3.10, -0.65], [3.18, 1.96, -1.67], [2.51, 1.20, 0.95], [-2.65, 0.85, 3.69], [-1.57, -3.73, -3.72], [1.89, -1.21, 1.09], [-0.81, -4.33, -2.11], [-1.87, -1.97, 1.75], [-1.15, 0.25, 2.70], [-0.14, -1.03, -1.04], [2.87, -0.67, -2.29], [1.44, -2.25, -1.42], [0.75, 1.57, 1.48], [0.67, 0.73, -0.67], [-1.88, -0.81, 3.99], [-1.43, 2.49, 0.59], [-0.47, -2.90, 3.03], [-3.19, 0.14, 1.65], [-2.21, -1.08, -1.44], [4.24, -0.13, -0.40], [1.89, 0.90, 2.42]]}

=====

{"formula": "C10H3BrIrN3O6S3", "method": "wB97M-V/def2-TZVPD", "e_lumo_ev": 4.53, "e_homo_ev": -1.7032, "total_charge": -2, "orbital_gap_ev": 6.23, "e_above_lowest_kj_mol": 197.2, "max_force_ha_per_bohr": 0.1253, "mol_weight_g_mol": 629.47, "elements": ["Ir", "Br", "S", "S", "S", "O", "O", "O", "O", "O", "O", "N", "N", "N", "C", "C", "C", "C", "C", "C", "C", "C", "C", "C", "H", "H", "H"], "xyz": [[0.15, 0.13, 0.47], [0.93, -2.42, -1.96], [-1.55, -1.84, 0.36], [-0.68, 0.12, 2.89], [2.62, -0.08, 0.41], [1.90, -1.33, 0.80], [4.06, -0.23, 0.46], [-2.41, 2.90, -1.70], [2.13, 0.30, -0.96], [2.11, 0.99, 1.33], [-1.39, 1.83, -0.03], [-2.63, -4.63, 2.38], [-1.90, -2.16, 5.45], [-0.43, -0.01, -1.77], [-1.63, -1.86, 4.37], [-0.93, 1.13, -2.24], [-1.68, -2.29, 2.01], [-0.01, 0.73, -4.41], [-1.66, 2.04, -1.24], [-2.20, -3.57, 2.24], [0.53, -0.44, -3.91], [-0.77, 1.52, -3.56], [0.29, -0.77, -2.58], [-1.35, -1.45, 3.07], [-1.22, 2.44, -3.88], [0.15, 1.02, -5.44], [1.13, -1.10, -4.52]]}

=====

{"formula": "C10H40N20O10", "method": "wB97M-V/def2-TZVPD", "e_lumo_ev": -0.45, "e_homo_ev": -8.6740, "orbital_gap_ev": 8.22, "e_above_lowest_kj_mol": 676.3, "max_force_ha_per_bohr": 0.1367, "mol_weight_g_mol": 600.56, "smiles": "NC(N)=O.NC(N)=O.NC(N)=O.NC(N)=O.NC(N)=O.NC(N)=O.NC(N)=O.NC(N)=O.NC(N)=O.NC(N)=O", "elements": ["O", "O", "O", "O", "O", "O", "O", "O", "O", "O", "N", "N", "N", "N", "N", "N", "N", "N", "N", "N", "N", "N", "N", "N", "N", "N", "N", "N", "N", "N", "C", "C", "C", "C", "C", "C", "C", "C", "C", "C", "H", "H", "H", "H", "H", "H", "H", "H", "H", "H", "H", "H", "H", "H", "H", "H", "H", "H", "H", "H", "H", "H", "H", "H", "H", "H", "H", "H", "H", "H", "H", "H", "H", "H", "H", "H", "H", "H", "H", "H"], "xyz": [[-0.34, -0.26, 3.87], [-1.08, 6.71, 0.72], [-0.99, -3.04, -2.96], [4.72, 3.98, -0.07], [-1.71, -3.40, 2.09], [-2.39, 0.48, -5.65], [4.27, -1.97, 3.25], [-2.70, 2.43, -0.13], [1.31, -0.32, -0.05], [2.44, -2.33, -3.41], [-3.82, -3.92, 2.69], [0.61, -3.26, -1.36], [3.15, -2.28, 1.40], [-4.51, 1.62, 0.91], [0.55, -2.08, 3.03], [4.73, -2.22, -3.48], [1.83, -0.70, 4.17], [-1.51, -3.20, -0.79], [-0.96, 1.51, -4.30], [4.12, -4.02, 2.29], [-0.86, 4.91, -0.41], [-2.60, 5.07, 0.75], [-0.53, 0.39, 0.98], [-4.80, 2.63, -0.93], [-3.10, -2.03, 3.24], [-0.35, 0.82, -1.05], [3.76, -1.70, -1.75], [2.57, 4.23, -0.33], [3.47, 2.24, -0.49], [-3.00, 1.16, -3.66], [3.85, -2.72, 2.41], [-2.09, 1.03, -4.64], [0.70, -0.95, 3.67], [0.22, 0.20, -0.04], [-3.92, 2.25, -0.03], [-0.62, -3.13, -1.78], [3.66, 3.50, -0.29], [-1.44, 5.64, 0.46], [-2.83, -3.14, 2.60], [3.54, -2.24, -2.93], [-0.41, -2.26, 2.78], [-0.18, -0.21, 1.72], [4.24, -4.28, 1.32], [-2.70, 1.58, -2.79], [1.37, -2.62, 2.79], [4.86, -2.84, -4.26], [-2.68, 4.15, 0.35], [4.41, 1.88, -0.54], [-1.21, -3.03, 0.16], [-5.32, 1.15, 0.53], [3.03, -1.30, -1.19], [1.70, 3.74, -0.26], [2.79, 5.22, -0.30], [-2.50, -3.30, -1.01], [1.34, -2.93, -1.97], [-3.69, -4.74, 2.11], [-0.04, 5.33, -0.83], [-1.21, 3.97, -0.52], [-3.26, 5.42, 1.43], [-3.83, -2.01, 3.93], [4.64, -4.66, 2.88], [-4.74, -3.73, 3.05], [0.04, 0.82, -1.98], [2.86, -1.31, 1.30], [-2.45, -1.26, 3.12], [4.73, -1.48, -1.57], [-3.95, 0.85, -3.85], [-0.74, 1.83, -3.37], [5.48, -1.78, -2.96], [-4.45, 3.35, -1.55], [-1.15, 1.42, -0.88], [2.61, 1.84, -0.86], [0.66, -2.97, -0.39], [-3.85, 1.16, 1.51], [-1.44, 0.81, 1.05], [-5.78, 2.55, -0.72], [-0.32, 1.50, -5.09], [3.18, -2.88, 0.59], [2.66, -1.11, 3.78], [1.96, 0.24, 4.52]]}

=====

{"formula": "C10H41Li2N14O11", "method": "wB97M-V/def2-TZVPD", "e_lumo_ev": [-1.13, -1.11], "e_homo_ev": [-4.2116, -9.2976], "orbital_gap_ev": [3.08, 8.19], "max_force_ha_per_bohr": 0.1465, "spin_multiplicity": 2, "mol_weight_g_mol": 547.41, "elements": ["O", "O", "O", "O", "O", "O", "O", "O", "O", "O", "O", "N", "N", "N", "N", "N", "N", "N", "N", "N", "N", "N", "N", "N", "N", "C", "C", "C", "C", "C", "C", "C", "C", "C", "C", "Li", "Li", "H", "H", "H", "H", "H", "H", "H", "H", "H", "H", "H", "H", "H", "H", "H", "H", "H", "H", "H", "H", "H", "H", "H", "H", "H", "H", "H", "H", "H", "H", "H", "H", "H", "H", "H", "H", "H", "H", "H", "H", "H"], "xyz": [[1.04, -2.71, -4.89], [-2.70, -1.69, 2.33], [2.73, -2.37, 2.02], [4.28, 1.80, 4.72], [3.30, 0.78, -4.29], [-1.77, 1.01, 3.70], [-4.50, 1.62, -4.02], [4.44, 4.25, 0.35], [-1.50, 0.90, 0.23], [-0.14, -3.70, 5.30], [-2.52, -2.33, -1.84], [0.15, -1.88, 6.59], [3.22, 4.39, 2.26], [3.10, 1.10, 2.96], [-0.46, -1.59, 4.54], [-4.34, -2.66, -0.61], [-1.00, -2.20, -4.18], [2.02, 2.01, -5.65], [2.20, 4.06, 0.47], [1.05, 0.47, -4.55], [-4.55, -2.37, -2.71], [-3.77, 0.76, -2.05], [-2.30, 1.65, -3.36], [0.24, -3.44, -2.99], [5.09, 0.83, 2.85], [0.05, -0.09, -1.36], [0.17, -2.84, -4.13], [-3.59, 1.32, -3.21], [-0.23, -2.48, 5.48], [0.58, 0.32, 1.12], [4.14, 1.27, 3.65], [-0.45, -0.01, 0.06], [2.19, 1.01, -4.82], [3.38, 4.32, 0.95], [-3.71, -2.34, -1.73], [-2.64, 0.43, 1.97], [-1.38, 2.95, -0.30], [-1.97, 2.01, -4.24], [-3.56, -2.07, 2.50], [-0.34, -1.90, 3.58], [-5.45, -1.93, -2.61], [6.04, 1.00, 3.12], [-5.35, -2.70, -0.56], [0.12, -0.87, 6.71], [4.74, 0.48, 1.97], [-4.05, -2.19, -3.57], [-2.41, 1.07, 4.41], [-0.84, -0.98, 0.38], [-0.61, -0.42, -2.16], [3.50, -2.89, 1.82], [-2.17, -2.43, 2.04], [1.06, 2.29, -5.72], [-3.03, 0.56, -1.39], [-1.00, -1.53, -4.93], [-1.70, 1.39, -2.58], [0.07, -2.47, 7.41], [-0.58, -3.48, -2.41], [2.67, 2.78, -5.53], [1.42, 3.96, 1.09], [0.83, -0.84, -1.39], [1.15, -0.27, -3.88], [0.50, 0.83, -1.74], [3.98, 4.39, 2.92], [2.26, 4.36, 2.58], [-1.19, 1.75, 3.83], [-3.95, -3.16, 0.17], [-1.41, -2.07, -3.27], [3.25, 0.86, 1.99], [1.00, 1.29, 0.87], [2.29, 1.54, 3.36], [3.07, -1.57, 2.43], [0.24, 0.63, -5.13], [0.30, 0.41, 2.17], [2.14, 3.75, -0.49], [-0.57, -0.59, 4.69], [1.12, -3.69, -2.55], [-4.72, 0.58, -1.75], [1.37, -0.41, 0.99]]}

=====

{"formula": "C10H42O16", "method": "wB97M-V/def2-TZVPD", "e_lumo_ev": -0.40, "e_homo_ev": -9.5287, "orbital_gap_ev": 9.13, "e_above_lowest_kj_mol": 280.5, "max_force_ha_per_bohr": 0.0872, "mol_weight_g_mol": 418.43, "smiles": "OCCO.OCCO.OCCO.OCCO.OCCO.O.O.O.O.O.O", "elements": ["O", "O", "O", "O", "O", "O", "O", "O", "O", "O", "O", "O", "O", "O", "O", "O", "C", "C", "C", "C", "C", "C", "C", "C", "C", "C", "H", "H", "H", "H", "H", "H", "H", "H", "H", "H", "H", "H", "H", "H", "H", "H", "H", "H", "H", "H", "H", "H", "H", "H", "H", "H", "H", "H", "H", "H", "H", "H", "H", "H", "H", "H", "H", "H", "H", "H", "H", "H"], "xyz": [[23.36, -11.38, 16.00], [23.23, -16.30, 15.97], [24.55, -12.69, 18.40], [22.75, -13.01, 20.50], [28.55, -12.53, 12.89], [22.83, -10.26, 18.53], [23.26, -14.01, 14.74], [25.60, -9.64, 19.51], [25.46, -13.63, 16.09], [21.65, -16.66, 18.05], [23.38, -19.60, 14.84], [27.63, -12.04, 16.40], [20.61, -12.61, 16.19], [25.75, -8.98, 15.14], [21.90, -15.53, 20.62], [19.75, -13.79, 19.57], [27.78, -12.24, 14.01], [28.51, -12.34, 15.37], [23.62, -17.28, 14.98], [25.54, -14.50, 17.18], [24.45, -14.09, 18.08], [23.29, -18.54, 15.78], [20.83, -13.33, 17.44], [19.55, -13.39, 18.25], [24.62, -10.77, 15.81], [24.48, -9.32, 15.39], [18.83, -14.03, 17.75], [28.87, -13.37, 15.54], [19.03, -12.38, 18.22], [23.20, -15.38, 15.58], [27.35, -11.26, 13.87], [25.43, -15.46, 16.71], [22.54, -9.45, 18.11], [22.33, -14.67, 20.53], [25.10, -10.89, 16.75], [21.33, -14.27, 17.34], [22.28, -18.50, 16.13], [24.68, -17.13, 14.77], [24.71, -10.00, 19.59], [25.12, -11.37, 15.06], [25.74, -9.76, 20.43], [26.92, -12.67, 16.18], [22.43, -12.31, 21.09], [24.57, -13.72, 15.69], [21.60, -12.66, 17.93], [28.75, -13.47, 12.87], [24.31, -14.63, 19.06], [20.30, -14.58, 19.52], [24.11, -8.61, 16.17], [22.01, -10.68, 18.78], [23.55, -14.00, 13.82], [26.51, -14.43, 17.57], [23.51, -14.10, 17.47], [21.87, -16.39, 18.90], [24.26, -12.20, 17.67], [23.13, -17.15, 14.05], [22.40, -16.64, 17.48], [21.43, -15.51, 21.46], [22.97, -20.42, 15.12], [20.75, -11.65, 16.29], [23.01, -13.14, 14.99], [22.93, -10.91, 16.71], [24.03, -18.55, 16.55], [23.23, -12.55, 19.86], [26.94, -13.02, 13.98], [29.30, -11.65, 15.31], [23.81, -9.16, 14.55], [26.31, -9.10, 15.95]]}

=====

no.,electronic energy (Ha)
1,-1409.350856
2,-1518.911621
3,-4871.564785
4,-2252.761364
5,-2015.025605
6,-1609.896027